[1]
Density functional theory data (the ωB97M-V functional and the def2-TZVPD basis) for one molecule with the formula C5H6ClNO.

The geometry in XYZ format:
```
14
Properties=species:S:1:pos:R:3:forces:R:3
C 0.65429 -1.51284 1.03882 0.8 -0.2 1.4
C 0.18239 -2.03169 -0.28924 -0.1 1.3 0.5
C -0.38649 -1.29128 -1.23589 -1.0 -0.8 0.3
C -0.90944 0.07715 -1.01967 1.0 0.8 -0.6
C -0.05340 1.09524 -0.80573 -1.5 -0.3 0.1
H 0.20529 -0.74078 2.85289 0.0 0.1 0.0
H -1.18731 -0.62919 1.77392 2.0 -0.8 0.1
H 0.41598 -3.06205 -0.39728 0.3 -0.7 -0.4
H -0.72367 -1.80861 -2.15291 0.3 0.4 0.4
H -1.98475 0.14508 -1.19863 0.3 0.6 0.1
H 0.98382 0.89416 -0.65658 0.6 0.1 -0.1
N -0.21163 -0.98542 1.97045 -1.8 0.5 -1.1
O 1.82155 -1.70336 1.37993 -0.8 0.1 -0.6
Cl -0.45438 2.80627 -0.65787 0.0 -1.0 0.0
```
Positions in Å, forces in eV/Å.

For the energy relative to the best compared isomer or geometry (same formula, charge and spin), the calculation gives 112.68 kJ/mol. The molar mass comes out at 131.56 g mol⁻¹. The calculation puts the total energy at -784.278845 Ha. For the HOMO energy, the calculation gives -0.34731 hartree. Its spin multiplicity is 1. Its SMILES is NC(=O)/C=C\C=C\Cl. The value obtained for the frontier orbital gap is 10.187 eV. The value obtained for the LUMO energy is 0.0270 Ha. As for the net charge: 0.



[2]
Density functional theory data (the ωB97M-V functional and the def2-TZVPD basis) for C17H41CuN2PSTe as an isolated structure.

The geometry in XYZ format:
```
64
Properties=species:S:1:pos:R:3:forces:R:3
Cu 0.98513 0.61114 0.03392 0.0 -0.3 -0.1
C 3.73250 1.45818 0.45358 0.1 -0.1 0.1
C 3.53471 1.88760 -0.98944 0.0 0.1 -0.2
N 2.30215 1.33299 -1.59294 -0.1 0.0 0.2
C 1.52922 2.32029 -2.36524 0.1 -0.2 0.0
C 0.83669 3.36853 -1.49361 0.1 0.0 -0.2
S -0.15896 2.66111 -0.14773 -0.1 0.2 -0.1
C 0.63222 3.31858 1.35382 0.1 -0.1 0.1
C 2.12216 3.01195 1.48713 0.1 0.1 0.0
N 2.48991 1.60342 1.22957 -0.2 0.1 0.0
H 4.02662 0.40823 0.49922 0.0 0.0 0.0
H 4.55262 2.04383 0.88236 0.0 0.0 0.0
H 3.48614 2.97514 -1.05335 0.0 0.0 0.0
H 4.41236 1.59881 -1.57087 0.0 0.0 0.0
H 2.54830 0.56210 -2.20014 0.0 0.0 0.0
H 2.15551 2.85191 -3.09121 0.0 0.0 0.0
H 0.80368 1.73404 -2.93990 -0.1 0.2 0.1
H 1.57018 4.04897 -1.06260 0.0 0.0 0.1
H 0.19759 3.98522 -2.12567 0.0 0.0 0.0
H 0.46478 4.39339 1.41412 0.0 0.0 0.0
H 0.06295 2.85870 2.16361 0.0 0.0 0.0
H 2.68207 3.64212 0.79621 0.0 0.0 0.0
H 2.44587 3.31887 2.48559 0.0 0.0 0.0
H 2.60257 1.11318 2.10780 0.0 0.0 0.0
C 2.20868 -2.26463 1.45723 0.0 0.0 0.0
C 0.75329 -2.65058 1.17470 0.1 -0.2 -0.1
C 0.24562 -3.56306 2.29271 -0.1 0.0 0.1
P -0.23595 -1.15897 0.73626 0.1 0.1 0.0
C -1.53691 -1.78071 -0.43529 -0.1 0.0 -0.1
C -2.16523 -3.14394 -0.14673 0.0 -0.1 0.1
C -2.63348 -0.72268 -0.61451 0.1 0.1 0.1
C -1.14649 -0.52527 2.21250 -0.1 0.1 0.1
C -0.15648 -0.15581 3.32219 0.0 0.0 0.1
C -2.29906 -1.34175 2.79923 -0.1 -0.1 0.0
H 2.81072 -3.16570 1.57554 0.0 0.0 0.0
H 2.29188 -1.69533 2.38495 0.0 0.0 0.0
H 2.64612 -1.66895 0.65408 0.0 0.0 0.0
H 0.73848 -3.21572 0.23246 0.1 0.0 0.0
H 0.31640 -3.06673 3.26114 0.0 0.0 0.0
H 0.87985 -4.44847 2.34277 0.0 0.0 0.0
H -0.78083 -3.89884 2.16282 0.0 0.0 -0.1
H -0.97331 -1.88141 -1.37537 0.0 0.0 0.0
H -2.71532 -3.14999 0.79387 0.0 0.0 0.0
H -1.42568 -3.94193 -0.10991 0.0 0.0 0.0
H -2.87712 -3.39633 -0.93566 0.0 0.0 0.0
H -3.20629 -0.60234 0.30485 -0.1 0.0 -0.1
H -3.35382 -1.02418 -1.38068 0.0 0.0 0.0
H -2.23606 0.27292 -0.84690 0.1 0.0 0.0
H -1.57269 0.41404 1.83172 0.0 0.0 0.0
H 0.18340 -1.04107 3.86141 0.0 0.0 0.0
H -0.64077 0.49711 4.04930 0.0 0.0 0.0
H 0.72615 0.35772 2.94151 0.0 0.1 0.0
H -1.98248 -2.32769 3.13326 0.0 0.0 0.0
H -3.12518 -1.47381 2.10208 0.0 0.0 0.1
H -2.69869 -0.81784 3.66868 0.0 0.0 0.0
C -2.84959 1.48700 -3.97209 -0.1 0.0 0.0
Te -1.58090 -0.16066 -3.76136 0.4 0.0 0.0
C -2.94789 -1.60430 -4.40959 -0.1 0.0 0.0
H -3.76571 1.27028 -3.42621 0.0 0.1 0.0
H -3.05746 1.60676 -5.03420 0.0 0.1 0.0
H -2.34742 2.36077 -3.56896 0.0 0.1 0.0
H -3.14593 -1.41756 -5.46402 0.0 0.0 0.0
H -3.85722 -1.48442 -3.82438 0.0 -0.1 0.0
H -2.50360 -2.58423 -4.26366 0.0 0.0 0.0
```
Positions in Å, forces in eV/Å.

For the energy relative to the best compared isomer or geometry (same formula, charge and spin), the calculation gives 14.52 kJ/mol. Its expectation value of S² is 0.754. The molar mass comes out at 527.72 g mol⁻¹. The calculation puts the total energy at -3429.351386 Ha. For the HOMO energy (spin up / spin down), the calculation gives -0.50346 / -0.50339 hartree. Its spin multiplicity is 2. The value obtained for the frontier orbital gap (spin up / spin down) is 7.769 / 4.413 eV. The value obtained for the LUMO energy (spin up / spin down) is -0.2180 / -0.3412 Ha. As for the net charge: +2.



[3]
Density functional theory data (the ωB97M-V functional and the def2-TZVPD basis) for a 2-piece molecular cluster, C4H10O2S overall.

The geometry in XYZ format:
```
17
Properties=species:S:1:pos:R:3:forces:R:3
O 1.84352 -0.62033 -2.14823 0.0 0.0 -0.2
C 0.82806 -1.26522 -2.14831 0.2 -0.4 0.2
C -0.35046 -0.97148 -1.27996 -0.4 0.1 0.2
C -0.18627 0.28746 -0.45285 0.4 0.1 0.0
C -1.46359 0.65931 0.26799 0.0 0.2 0.2
S -1.38304 2.29202 1.07193 -0.6 0.2 -0.4
H 0.74634 -2.19714 -2.74451 0.0 0.1 -0.2
H -0.47961 -1.83927 -0.62071 0.0 -0.1 -0.1
H -1.27033 -0.93036 -1.87958 0.2 -0.1 -0.1
H 0.59749 0.11372 0.28600 0.0 0.0 0.1
H 0.19872 1.09631 -1.08166 -0.3 0.0 0.0
H -1.68773 -0.06252 1.04968 0.0 -0.2 -0.1
H -2.31441 0.69559 -0.41746 0.1 0.1 0.1
H -0.12619 2.18983 1.45101 0.6 -0.1 0.3
H 2.22507 0.55536 2.44627 0.1 0.0 0.0
H 1.47759 -0.33738 3.43724 0.0 0.0 0.0
O 1.34483 0.33411 2.76316 -0.1 0.0 -0.1
```
Positions in Å, forces in eV/Å.

For the energy relative to the best compared isomer or geometry (same formula, charge and spin), the calculation gives 97.24 kJ/mol. The molar mass comes out at 122.19 g mol⁻¹. The calculation puts the total energy at -707.056353 Ha. For the HOMO energy, the calculation gives -0.32280 hartree. Its spin multiplicity is 1. Its SMILES is O=CCCCS.O. The value obtained for the frontier orbital gap is 9.336 eV. The value obtained for the LUMO energy is 0.0203 Ha. As for the net charge: 0.



[4]
Density functional theory data (the ωB97M-V functional and the def2-TZVPD basis) for C7H8F12KNO13S4 as an isolated structure.

The geometry in XYZ format:
```
46
Properties=species:S:1:pos:R:3:forces:R:3
K -0.57262 0.65814 -0.59954 -0.3 0.6 -0.2
C -0.54136 -3.14298 -0.22294 0.2 0.1 0.5
C 0.72455 -2.49770 0.24193 -1.1 -0.1 -0.2
O 1.19826 -1.49280 -0.12195 0.7 1.0 -0.5
N 1.47372 -3.22217 1.32698 -0.2 -0.9 1.4
H 0.80549 -3.63618 1.98622 -0.4 0.8 0.0
H 1.88443 -4.08135 0.95108 0.6 0.5 -0.3
C 2.42687 -2.33790 2.16251 0.4 -1.3 -1.8
H -1.12658 -2.45429 -0.83575 0.1 0.0 -0.1
H -1.11985 -3.37723 0.67438 -0.1 -0.2 -0.2
H -0.30167 -4.03828 -0.79980 -0.1 -0.1 0.1
H 2.29812 -2.69500 3.17457 0.1 0.6 0.2
H 2.19699 -1.30674 1.91598 -0.1 -0.3 0.5
H 3.40162 -2.57329 1.73953 0.3 0.1 0.4
C 2.65884 4.06761 1.06259 -1.1 0.0 -0.6
F 3.18609 5.29582 1.15056 0.4 -0.1 0.1
F 3.28049 3.40763 0.06921 0.1 0.2 0.1
F 2.92120 3.39757 2.19412 0.2 0.1 0.1
S 0.80223 4.21818 0.78570 -1.0 0.2 0.2
O 0.35225 4.71881 2.07885 0.4 -0.6 -0.2
O 0.60671 5.18405 -0.27401 0.7 -0.5 0.0
O 0.41192 2.84210 0.46703 0.5 0.6 0.4
C -5.31976 -1.21051 -0.85153 1.5 0.0 -1.7
F -6.56443 -1.04211 -1.26855 -0.6 0.3 -0.1
F -5.09252 -0.40453 0.16924 0.0 0.2 0.6
F -5.21827 -2.48011 -0.45669 0.1 -0.6 0.7
S -4.09000 -0.92478 -2.30051 -1.6 1.0 -2.9
O -4.48549 0.38477 -2.83364 0.4 -1.0 1.4
O -2.72861 -0.98489 -1.78062 -0.2 -0.4 0.8
O -4.46660 -1.99706 -3.24098 0.6 0.3 1.6
C 1.24254 0.57310 3.52595 -1.7 0.0 0.1
F 1.98424 0.68902 2.42935 0.2 0.0 -0.3
F 1.96936 -0.06670 4.45647 0.3 -0.2 0.1
F 0.93087 1.77397 3.97577 0.3 0.2 0.1
S -0.38974 -0.33136 3.21036 -1.0 0.1 0.4
O -1.04379 -0.38694 4.50938 0.7 0.3 -0.9
O -1.03976 0.43599 2.16516 0.5 -0.3 0.5
O 0.02994 -1.66200 2.74566 0.1 -0.4 -0.1
C 1.40552 0.59180 -4.30286 -0.3 1.6 -1.6
F 2.72076 0.76657 -4.07508 -0.2 -0.4 0.6
F 1.32882 0.28926 -5.62930 0.0 -0.3 0.3
F 0.93231 -0.45407 -3.62950 0.3 -0.1 0.3
S 0.40141 2.18230 -4.04417 -2.3 -0.2 1.0
O 0.19087 2.19321 -2.59078 1.1 -0.1 -0.6
O 1.20234 3.24908 -4.60415 0.1 -0.7 0.1
O -0.86774 1.88194 -4.70626 1.4 0.1 -0.3
```
Positions in Å, forces in eV/Å.

For the energy relative to the best compared isomer or geometry (same formula, charge and spin), the calculation gives 0.00 kJ/mol. The molar mass comes out at 709.48 g mol⁻¹. The calculation puts the total energy at -4695.708979 Ha. For the HOMO energy, the calculation gives -0.14066 hartree. Its spin multiplicity is 1. The value obtained for the frontier orbital gap is 6.159 eV. The value obtained for the LUMO energy is 0.0857 Ha. As for the net charge: -2.